The following is a DFT calculation (ωB97M-V with the def2-TZVPD basis set) of the ion C17H28BrN2O2S with charge +1 at a distorted geometry.

Geometry (Å):
C -1.307 1.597 -4.769
C -2.371 1.587 -3.551
S -1.669 2.272 -1.962
C -2.483 1.424 -0.493
C -1.509 0.186 -0.121
N -1.469 -0.881 -1.111
C -0.664 -2.068 -0.984
C -0.770 -3.176 -2.154
C -2.316 -3.554 -2.499
N -3.246 -3.308 -1.334
C 0.260 -2.267 0.237
C 0.266 -1.148 1.324
C 1.268 -1.384 2.568
C 2.748 -1.031 1.989
O 3.644 -0.511 3.017
C 4.710 0.112 2.249
C 4.654 1.673 1.903
O 5.664 -0.575 1.813
C -0.650 0.130 1.186
C -0.693 1.274 2.293
Br -1.542 0.540 3.975
C 0.740 1.897 2.678
C 0.774 3.527 2.609
H -0.713 0.605 -4.796
H -1.810 1.703 -5.794
H -0.551 2.450 -4.683
H -3.242 2.279 -3.840
H -2.768 0.519 -3.473
H -2.672 2.124 0.383
H -3.444 0.932 -0.905
H -2.065 -0.814 -1.955
H -0.116 -4.090 -1.953
H -0.366 -2.641 -3.101
H -2.697 -3.009 -3.434
H -2.315 -4.672 -2.753
H -3.962 -4.058 -1.365
H -3.707 -2.391 -1.444
H 0.896 -3.220 0.311
H 0.990 -0.784 3.495
H 1.265 -2.523 2.744
H 3.207 -1.875 1.372
H 2.580 -0.154 1.245
H 5.687 1.944 1.473
H 3.830 1.875 1.129
H 4.432 2.320 2.826
H -1.371 2.164 2.004
H 0.926 1.634 3.789
H 1.619 1.488 2.072
H 1.606 3.910 1.903
H -0.228 3.967 2.241
H 0.951 3.998 3.648

Computed properties:
LUMO energy in eV: -4.25
Total charge: +1
SMILES string: CCSCc1[nH+]c(CCN)cc(CCOC(C)=O)c1[C@@H](Br)CC
E_HOMO in eV: -12.1
Gap between HOMO and LUMO in eV: 7.8